No. 1
This record from the Open Molecules 2025 dataset describes 5 unconnected molecules or ions with the total composition CH12O4S2 at a distorted geometry. The level of theory is wB97M-V/def2-TZVPD.

The geometry in XYZ format:
```
19
Properties=species:S:1:pos:R:3:lowdin_charge:R:1
C -1.767 -2.333 0.371 -0.460
S -3.171 -1.749 -0.681 0.348
S -3.748 0.154 0.102 0.305
H -2.156 -2.185 1.406 0.036
H -0.776 -1.880 0.291 0.030
H -1.718 -3.391 0.158 0.014
H -2.667 0.582 0.724 -0.242
H -1.030 0.508 -1.903 0.038
H -0.018 1.388 -1.182 -0.022
O -0.812 1.397 -1.605 -0.018
H 2.133 0.064 -1.905 0.013
H 1.505 -1.374 -2.057 0.062
O 2.175 -0.824 -1.566 -0.069
H 5.716 1.302 1.069 0.092
H 6.143 0.315 2.312 0.045
O 5.717 0.315 1.413 -0.136
H -1.700 2.508 0.173 0.103
H -2.327 2.742 1.638 0.014
O -1.499 2.464 1.242 -0.152
```

The calculation puts the HOMO energy at -8.39 eV. The calculation puts the relative energy (zero: lowest compared OMol25 entry of this formula, charge and spin) at 43.74 kcal/mol. The total charge is 0. As for the SMILES: CSS.O.O.O.O. As for the lowest unoccupied orbital energy: 0.249 eV. The value obtained for the molar mass is 152.24 g/mol.


No. 2
This record from the Open Molecules 2025 dataset describes a molecular structure, C13H20AgBrN3O3 at a distorted geometry. The level of theory is wB97M-V/def2-TZVPD.

The geometry in XYZ format:
```
41
Properties=species:S:1:pos:R:3:lowdin_charge:R:1
C -1.487 0.472 -3.788 -0.020
C -0.234 1.117 -3.193 -0.569
O 0.855 0.879 -3.663 0.092
N -0.441 1.845 -2.040 0.024
C 0.662 2.649 -1.502 -0.168
C 0.629 2.755 0.022 -0.183
C 1.312 1.591 0.768 -0.153
C 0.557 0.900 1.910 -0.165
C -0.563 -0.046 1.539 -0.586
Br -2.162 0.857 0.693 0.839
C -0.208 -1.142 0.511 -0.334
C 1.120 -1.941 0.688 -0.082
C 1.939 -1.837 -0.575 -0.220
N 1.624 -2.384 -1.671 0.113
C -1.342 -2.089 0.761 -0.077
N -1.748 -1.990 1.952 0.168
C -1.141 -0.882 2.691 -0.186
C -0.096 -1.409 3.779 -0.672
O 0.280 -0.514 4.524 0.051
O 0.130 -2.619 3.624 0.011
H -1.990 1.077 -4.538 0.110
H -1.130 -0.410 -4.326 0.090
H -2.239 0.166 -3.031 0.047
H -1.320 2.345 -2.054 0.132
H 0.629 3.650 -1.931 0.132
H 1.591 2.188 -1.824 0.122
H -0.393 2.892 0.365 0.061
H 1.166 3.668 0.264 0.117
H 1.665 0.835 0.059 0.096
H 2.212 1.989 1.231 0.125
H 0.209 1.603 2.662 0.143
H 1.267 0.269 2.443 0.120
H -0.109 -0.673 -0.490 0.062
H 0.905 -3.001 0.835 0.137
H 1.646 -1.620 1.580 0.127
H 2.842 -1.232 -0.562 0.124
H 0.805 -2.996 -1.557 0.044
H -1.721 -2.841 0.076 0.149
H -2.428 -2.599 2.392 0.206
H -1.934 -0.332 3.191 0.151
Ag -1.358 -1.189 -1.811 0.828
```

The calculation puts the HOMO energy at -11.76 eV. The total charge is +1. As for the lowest unoccupied orbital energy: -5.751 eV. The value obtained for the molar mass is 454.09 g/mol.